The following is a quantum chemistry calculation of H6O3Si2 in the gas phase in a non-equilibrium geometry, from OMol25.

**SMILES**: O[SiH2][SiH](O)O
**HOMO**: -9.4065 eV

Each line ends with the Löwdin charge.
CARTESIAN COORDINATES (ANGSTROEM)
O  -1.76  -0.17  1.15  -0.2936
Si  -1.34  0.14  -0.35  0.3979
Si  0.84  -0.46  -0.06  0.2085
O  1.34  0.28  1.27  -0.1900
O  1.83  0.10  -1.20  -0.1971
H  -2.39  -0.50  1.80  0.0790
H  -1.75  1.44  -0.81  -0.0833
H  -2.14  -0.79  -1.31  -0.0531
H  0.98  -2.17  0.03  0.0093
H  2.21  0.14  1.68  0.0779
H  1.73  -0.16  -2.11  0.0445

---

The following is a quantum chemistry calculation of 3 unconnected molecules or ions with the total composition H6Si5 in a non-equilibrium geometry, from OMol25.

**HOMO (alpha / beta)**: -7.2656 / -7.2651 eV

Each line ends with the Löwdin charge.
CARTESIAN COORDINATES (ANGSTROEM)
Si  -0.86  -1.07  -1.68  0.1464
Si  -0.69  1.26  0.67  0.1798
Si  0.45  -2.06  0.13  0.0336
Si  0.96  -0.36  1.61  0.1354
Si  -1.76  1.03  -1.26  0.1246
H  2.14  0.74  0.45  -0.0133
H  -0.68  -1.13  -3.27  -0.1050
H  -0.68  2.81  0.81  -0.1251
H  0.46  0.45  -1.18  -0.0223
H  -0.69  -2.38  1.12  -0.1884
H  1.36  0.71  2.60  -0.1658

---

The following is a quantum chemistry calculation of 2 unconnected molecules or ions with the total composition H7N5S2 in a non-equilibrium geometry, from OMol25.

**Multiplicity**: 3
**HOMO (alpha / beta)**: -6.0051 / -8.2423 eV
**Expectation value of S²**: 2.010

Each line ends with the Löwdin charge.
CARTESIAN COORDINATES (ANGSTROEM)
N  -3.15  0.68  0.87  -0.3464
N  0.54  -1.19  0.16  -0.1525
N  -2.17  -1.28  -0.13  -0.3142
N  2.15  0.95  -0.31  -0.1805
N  -0.41  1.38  -0.61  -0.4967
S  -2.55  0.20  -0.42  0.6685
S  0.63  0.56  0.32  0.8264
H  -3.46  1.73  1.00  0.0700
H  0.93  -1.47  -0.67  -0.0053
H  -2.41  -1.61  0.78  0.0035
H  -0.46  -1.32  0.15  -0.0821
H  2.04  1.79  -0.81  0.0188
H  2.86  0.95  0.32  -0.0034
H  -0.03  2.32  -0.85  -0.0061

---

The following is a quantum chemistry calculation of a molecular structure, H7O3 in a non-equilibrium geometry, from OMol25.

**HOMO**: -16.1454 eV
**Net charge**: +1

Each line ends with the Löwdin charge.
CARTESIAN COORDINATES (ANGSTROEM)
O  -0.32  -1.80  0.83  0.1777
H  -0.51  -2.15  1.70  0.1471
H  -0.89  -2.20  0.16  0.1541
O  -0.35  1.66  -1.21  -0.0495
H  -1.05  2.30  -1.04  0.0631
H  -0.32  1.61  -2.19  0.0829
O  1.04  0.12  0.41  0.1162
H  1.08  0.45  -0.48  0.0897
H  0.93  0.86  1.02  0.1327
H  0.38  -0.86  0.80  0.0860

---

The following is a quantum chemistry calculation of 40 unconnected molecules or ions with the total composition H80O40 in a non-equilibrium geometry, from OMol25.

**Multiplicity**: 2
**HOMO (alpha / beta)**: -0.7680 / -8.4879 eV
**Expectation value of S²**: 0.751
**Net charge**: -1

Each line ends with the Löwdin charge.
CARTESIAN COORDINATES (ANGSTROEM)
H  -5.22  -1.67  1.37  -0.0015
H  -6.51  -1.42  0.45  0.0825
O  -5.97  -2.10  0.95  -0.0843
H  2.10  -3.34  1.14  0.0715
H  3.24  -2.12  1.32  0.0247
O  2.70  -2.66  0.69  -0.1139
H  -2.80  0.98  -0.11  0.0354
H  -1.42  2.01  0.23  0.0567
O  -2.42  1.87  0.21  -0.1243
H  -2.04  -0.59  -2.60  0.0850
H  -2.60  -1.44  -1.39  -0.0321
O  -2.18  -0.65  -1.57  -0.0434
H  -2.79  0.34  1.39  0.0062
H  -2.85  -0.70  0.26  -0.0545
O  -3.09  -0.50  1.12  -0.0107
H  1.41  -3.30  3.66  0.0391
O  1.45  -4.33  3.71  -0.0893
H  1.30  4.57  2.98  0.0406
O  1.48  4.80  3.95  -0.1992
H  3.79  0.57  1.21  0.0673
H  3.26  0.45  2.62  0.0167
O  2.86  0.47  1.67  -0.1266
H  4.57  -1.66  4.85  0.0388
H  3.97  -1.71  3.46  -0.0336
O  3.88  -1.35  4.30  -0.0404
H  4.77  1.55  2.55  -0.0938
H  5.78  2.65  2.50  0.0249
O  5.00  2.29  2.11  -0.0295
H  0.99  -5.01  1.67  0.1081
H  -0.49  -5.06  2.06  -0.0675
O  0.01  -5.16  1.31  -0.0675
H  -2.39  2.91  -2.48  -0.1209
O  -2.99  3.11  -1.98  0.0960
H  0.96  1.71  1.10  0.0147
H  0.63  3.06  0.45  0.0231
O  0.49  2.14  0.38  -0.0363
H  0.26  -2.44  2.07  -0.0040
H  0.09  -1.39  3.11  0.0636
O  0.76  -2.01  2.79  -0.0940
H  1.73  3.00  3.76  0.0551
H  1.33  1.69  3.01  -0.0698
O  1.07  2.54  3.15  -0.0917
H  2.14  -5.68  -2.14  0.0658
H  0.69  -4.90  -1.99  -0.0356
O  1.20  -5.68  -1.81  -0.0709
H  -3.59  -2.46  -0.52  -0.0364
H  -4.50  -3.58  0.05  0.1030
O  -4.29  -3.01  -0.76  -0.0445
H  -0.13  0.07  -2.34  -0.0130
H  0.60  -0.20  -3.63  0.0546
O  -0.24  -0.38  -3.13  -0.0809
H  -3.62  1.45  -5.46  0.0156
O  -3.36  2.34  -5.30  -0.0409
H  3.08  -1.08  -3.74  0.0640
H  2.19  -0.76  -4.92  -0.0254
O  2.35  -0.50  -4.05  -0.0456
H  -5.38  1.05  -0.59  -0.0090
O  -6.14  1.52  -0.90  -0.0664
H  1.39  6.36  1.51  0.0058
H  0.12  6.68  2.12  0.0626
O  0.50  6.40  1.24  -0.0522
H  -0.66  1.78  -3.70  0.0639
H  -0.24  1.98  -5.17  0.0602
O  -1.00  1.83  -4.62  -0.0574
H  2.74  1.37  -3.13  0.0168
H  2.79  2.37  -2.02  0.0875
O  2.78  1.36  -2.16  -0.1000
H  -0.19  1.25  5.34  0.0348
H  -0.51  2.45  6.42  0.0907
O  0.21  1.73  6.12  -0.1393
H  -2.47  0.83  -4.07  0.0176
H  -1.97  -0.25  -4.82  0.0109
O  -2.79  0.00  -4.48  -0.0525
H  -0.92  5.89  -0.69  0.0395
H  -2.59  6.34  -0.92  0.0292
O  -1.80  5.82  -1.12  -0.0764
H  0.05  -2.14  -1.71  0.0189
H  1.46  -2.95  -1.37  0.1092
O  0.40  -3.01  -1.45  -0.1193
H  0.70  -2.49  -6.44  0.1072
H  0.73  -0.96  -6.21  0.0378
O  1.32  -1.72  -6.17  -0.0838
H  -2.70  -4.44  3.42  0.0258
H  -1.62  -4.48  4.15  0.1348
O  -1.88  -4.03  3.26  -0.0610
H  0.53  -0.07  0.16  -0.0461
H  1.44  -1.32  0.00  0.0896
O  1.08  -0.41  -0.46  -0.0771
H  -4.28  4.96  -1.05  0.0534
O  -4.17  5.06  -0.08  -0.0439
H  5.16  -1.47  0.54  0.0463
H  5.89  -1.16  1.96  0.0165
O  5.42  -1.86  1.44  -0.1490
H  -3.66  2.63  -4.47  -0.0076
H  2.29  -4.34  4.05  -0.0240
H  -5.56  2.31  -1.15  0.0566
H  0.49  5.17  4.39  0.1386
H  -2.81  3.69  -1.31  -0.0452
H  -3.68  4.29  0.15  -0.0088
O  3.61  -1.52  -1.64  -0.1289
H  2.82  -1.98  -1.26  -0.0132
H  3.10  -0.67  -1.19  0.0987
O  -1.19  -2.75  1.16  -0.1053
H  -1.09  -3.76  0.96  0.0672
H  -1.75  -2.68  1.92  -0.0074
O  -0.17  -3.12  -4.06  -0.1523
H  -0.23  -3.75  -3.24  0.0540
H  -0.73  -2.42  -3.49  0.0605
O  5.87  -0.28  -2.67  -0.0186
H  5.56  0.45  -2.02  0.0876
H  5.08  -0.56  -2.68  -0.1608
O  2.98  1.13  4.73  -0.1218
H  3.27  0.20  4.36  0.0185
H  2.55  1.11  5.57  -0.0012
O  -3.95  -3.31  -3.38  -0.0291
H  -4.03  -3.71  -2.50  0.0138
H  -3.60  -2.49  -3.23  -0.0624
O  -1.53  5.09  4.36  -0.0714
H  -2.09  4.81  3.58  0.0868
H  -1.59  4.45  5.06  0.0197

---

The following is a quantum chemistry calculation of 40 unconnected molecules or ions with the total composition H80O40 in a non-equilibrium geometry, from OMol25.

**HOMO**: -9.4904 eV

Each line ends with the Löwdin charge.
CARTESIAN COORDINATES (ANGSTROEM)
H  2.97  -5.50  2.26  -0.0111
H  3.11  -4.44  3.51  0.0923
O  3.33  -5.35  3.13  -0.0709
H  0.93  -4.46  -4.10  -0.0075
H  1.65  -5.18  -2.92  0.0115
O  1.66  -4.94  -3.84  -0.0093
H  2.61  2.78  0.95  0.1002
H  3.39  2.19  2.40  -0.0044
O  2.88  2.77  1.93  -0.0388
H  1.15  0.45  4.93  0.0762
H  1.05  -0.17  3.60  0.0254
O  1.02  0.73  4.00  -0.0754
H  2.70  0.34  -4.06  0.0705
H  3.49  0.83  -2.99  -0.0160
O  2.82  0.10  -3.10  -0.0500
H  4.61  -1.40  -2.86  -0.0237
O  4.46  -2.28  -3.18  -0.0589
H  -3.34  -0.17  1.68  0.0289
O  -2.57  -0.70  1.82  -0.0451
H  -5.93  0.26  2.56  -0.0096
H  -4.95  0.41  3.65  -0.0046
O  -5.50  -0.26  3.25  -0.0502
H  -2.93  -3.35  3.57  0.0318
H  -2.88  -4.94  3.86  0.0607
O  -2.37  -4.15  3.65  -0.0699
H  -2.25  2.10  0.05  -0.0553
H  -3.56  2.62  -0.26  0.0773
O  -3.00  1.77  -0.32  -0.0324
H  -4.36  -0.93  -2.74  0.0168
H  -5.44  -0.32  -3.63  0.0633
O  -4.47  -0.23  -3.43  -0.0829
H  -0.10  -1.81  2.58  0.0037
O  -0.03  -1.90  3.53  -0.0334
H  -5.18  1.82  0.66  -0.0074
H  -6.39  2.15  1.60  0.0520
O  -5.80  1.49  1.26  -0.0054
H  5.25  1.14  -0.89  0.0758
H  4.28  0.93  -1.86  -0.0148
O  4.39  1.54  -1.14  -0.0374
H  -1.66  -3.35  0.71  -0.0047
H  -1.79  -1.90  1.39  -0.0068
O  -1.24  -2.42  0.68  -0.1710
H  -1.54  -4.55  2.06  0.0390
H  -0.47  -4.95  0.92  -0.0312
O  -1.35  -4.77  1.12  -0.0367
H  0.36  6.21  -2.24  0.0905
H  1.05  4.92  -2.56  0.0536
O  0.64  5.37  -1.82  -0.0730
H  -0.79  -3.36  -1.02  -0.0336
H  0.57  -3.38  -1.59  0.0608
O  -0.13  -3.97  -1.30  -0.0353
H  0.55  5.40  -0.08  -0.0509
O  0.21  5.73  0.73  -0.0359
H  -3.90  -3.88  -2.01  0.0814
H  -2.53  -4.14  -2.44  0.0207
O  -3.00  -3.44  -2.01  -0.0542
H  5.36  0.81  3.56  0.0572
O  5.21  -0.03  3.08  -0.0633
H  -2.15  4.85  -2.12  0.0943
H  -1.33  4.06  -1.38  0.0238
O  -2.28  3.95  -1.63  -0.1033
H  1.03  -0.24  0.87  -0.0110
H  2.01  -0.47  -0.41  0.0229
O  1.59  0.09  0.22  0.0028
H  4.57  4.69  -1.08  0.0466
H  3.40  5.59  -1.37  0.0666
O  3.64  4.63  -1.35  -0.0799
H  2.25  3.12  -2.23  0.0582
H  1.24  2.37  -1.50  0.0384
O  1.74  3.19  -1.36  -0.0952
H  -4.53  -1.30  -0.11  0.0711
H  -5.94  -1.60  -0.62  0.0643
O  -5.13  -2.07  -0.32  -0.0635
H  -0.69  0.92  -3.16  0.0469
H  -2.05  0.98  -3.57  0.0181
O  -1.20  0.86  -4.02  -0.1140
H  -0.77  2.38  1.33  0.0005
H  -0.17  2.20  2.60  -0.0181
O  -1.01  2.15  2.20  0.0122
H  -2.32  0.95  4.53  0.0054
H  -3.46  0.21  5.03  0.0533
O  -2.78  0.19  4.36  0.0177
H  -3.97  -2.90  1.06  0.0731
H  -5.04  -3.02  2.11  0.0788
O  -4.05  -2.99  2.08  -0.1098
H  -1.20  -0.39  -1.10  0.0898
H  -1.57  -1.59  -2.05  0.0217
O  -1.30  -0.64  -2.10  -0.1035
H  -3.47  4.20  1.55  0.0655
O  -4.33  4.16  2.09  -0.0973
H  -2.33  2.85  -4.88  0.0323
H  -2.63  1.71  -5.93  0.0312
O  -2.13  2.53  -5.78  -0.0870
H  0.25  5.04  1.37  0.0083
H  4.02  -2.64  -2.36  0.0490
H  4.75  -0.53  3.79  0.0610
H  -2.82  -1.07  2.67  0.0242
H  -0.49  -1.07  3.75  0.0206
H  -4.13  4.76  2.84  0.0546
O  0.21  3.26  5.12  -0.0311
H  0.96  2.66  5.07  0.0136
H  -0.16  3.18  4.26  -0.0229
O  4.95  4.01  1.36  -0.0855
H  5.06  3.15  1.05  -0.0426
H  4.10  3.84  1.89  0.0279
O  1.34  0.26  -6.17  -0.0611
H  0.59  0.07  -5.57  0.0308
H  0.87  0.88  -6.73  0.0342
O  3.54  -4.73  0.27  -0.0837
H  3.92  -5.17  1.13  0.0884
H  4.26  -4.08  0.34  0.0435
O  5.17  -1.43  0.32  -0.0579
H  4.43  -1.00  0.73  -0.0033
H  5.89  -1.16  0.94  0.0544
O  1.16  -5.58  0.32  -0.0211
H  1.84  -5.01  0.08  -0.0410
H  0.82  -5.82  -0.52  0.0171
O  3.88  2.60  -4.00  0.0450
H  3.46  2.20  -3.30  -0.0703
H  4.52  3.23  -3.93  0.0163

---

The following is a quantum chemistry calculation of 40 unconnected molecules or ions with the total composition H80O40 in a non-equilibrium geometry, from OMol25.

**HOMO**: -10.7539 eV

Each line ends with the Löwdin charge.
CARTESIAN COORDINATES (ANGSTROEM)
H  -3.89  0.52  -3.20  0.0537
H  -5.21  0.09  -2.59  0.0709
O  -4.29  0.25  -2.31  -0.0987
H  -0.72  0.40  -2.24  0.0206
H  -1.78  0.21  -1.07  0.0188
O  -1.60  0.60  -1.93  -0.0285
H  2.64  0.20  0.76  -0.0024
H  2.18  0.87  -0.47  -0.0087
O  2.72  0.12  -0.19  -0.0664
H  0.56  0.85  -1.45  0.0742
H  1.70  2.17  -1.84  0.0069
O  1.04  1.68  -1.41  -0.0388
H  -2.94  -1.27  -2.72  0.0030
H  -1.42  -1.67  -2.71  -0.0568
O  -2.26  -1.95  -2.58  -0.0462
H  4.17  3.02  -1.36  0.0202
O  3.49  2.72  -1.95  -0.0404
H  -1.50  3.78  -1.58  -0.0120
O  -1.75  4.56  -2.17  -0.1071
H  1.01  -0.46  6.26  0.0284
H  1.50  0.86  6.80  0.0375
O  1.82  0.05  6.37  -0.0508
H  -0.22  2.58  -0.92  0.0007
H  -1.41  2.75  0.20  0.0751
O  -0.71  3.20  -0.33  -0.0964
H  -2.98  -1.22  0.49  0.0474
H  -1.96  -2.09  1.21  0.0143
O  -2.48  -1.25  1.31  -0.0819
H  -1.84  6.22  2.35  0.0469
H  -0.99  5.02  2.09  0.0278
O  -1.40  5.75  1.61  -0.0675
H  -3.10  -1.33  -4.92  0.0319
O  -3.30  -0.39  -4.64  -0.0842
H  0.81  -1.31  -3.96  -0.0146
H  -0.68  -1.57  -4.58  0.0347
O  0.05  -1.85  -4.05  -0.0037
H  2.64  -5.46  -2.79  0.0170
H  1.41  -5.59  -3.66  0.0452
O  1.86  -6.00  -2.89  -0.0726
H  0.52  1.92  0.77  0.0385
H  1.24  1.89  2.09  0.0745
O  1.27  1.46  1.21  -0.0934
H  4.83  -0.83  -1.98  0.0419
H  5.57  -1.84  -3.05  0.0675
O  5.15  -1.68  -2.21  -0.0136
H  0.07  0.16  2.70  0.0376
H  -1.12  0.18  3.66  0.0433
O  -0.54  0.76  3.13  -0.0317
H  -1.23  -3.64  5.15  0.0068
H  -1.31  -2.24  5.83  -0.0051
O  -1.15  -3.19  5.98  -0.0486
H  4.18  -1.81  0.26  -0.0058
O  3.44  -2.22  0.72  -0.0607
H  6.49  -2.41  1.11  0.0220
H  6.52  -2.26  -0.44  0.0508
O  6.33  -2.93  0.30  -0.0872
H  2.40  -1.28  4.50  0.0218
O  2.63  -1.17  3.57  -0.0671
H  -1.61  1.30  1.44  0.0529
H  -0.79  0.27  1.00  0.0454
O  -1.52  0.80  0.62  -0.1020
H  -1.57  -6.58  0.83  0.0425
H  -0.16  -6.33  0.72  0.0637
O  -0.98  -5.83  0.91  -0.0526
H  -3.50  1.64  -0.80  -0.0174
H  -4.76  2.49  -0.96  0.0360
O  -4.08  2.24  -0.33  -0.0491
H  0.48  3.74  -2.58  0.0315
H  1.31  4.32  -3.84  0.0818
O  1.33  3.85  -3.01  -0.0185
H  -3.97  3.38  -4.27  0.0244
H  -3.12  2.18  -4.91  0.0042
O  -3.71  2.92  -5.06  -0.0320
H  5.05  -0.95  3.77  0.0377
H  4.57  -0.87  2.23  -0.0081
O  5.27  -0.76  2.87  -0.0407
H  1.98  -2.71  -2.60  0.0215
H  3.45  -2.38  -2.39  0.0071
O  2.80  -2.59  -3.08  -0.0527
H  -4.02  -3.14  -4.75  0.0221
H  -2.77  -3.03  -3.99  0.0283
O  -3.08  -3.08  -4.92  -0.0652
H  -6.18  0.58  2.05  0.0309
H  -4.82  1.23  2.21  0.0226
O  -5.74  1.31  2.49  -0.0587
H  -5.17  -1.24  3.22  0.0326
H  -3.66  -1.57  3.09  -0.0378
O  -4.36  -1.46  3.67  -0.0155
H  -5.67  -2.88  -2.68  0.0621
O  -5.20  -2.24  -3.23  -0.0524
H  3.10  1.72  2.08  0.0257
H  4.18  1.19  3.08  0.0570
O  3.25  1.44  2.99  -0.0435
H  2.81  -1.50  0.63  -0.0095
H  2.96  3.29  -2.49  0.0007
H  2.78  -0.22  3.46  -0.0122
H  -2.10  5.23  -1.57  0.0373
H  -3.33  0.15  -5.44  0.0677
H  -4.90  -1.55  -2.59  0.0183
O  -2.33  -0.37  5.46  -0.0474
H  -2.98  -0.46  6.15  0.0633
H  -2.81  -0.49  4.62  0.0133
O  4.89  4.00  0.83  -0.0319
H  4.04  3.78  1.22  0.0087
H  4.90  3.34  0.14  -0.0001
O  -1.02  -3.24  2.16  -0.0502
H  -0.38  -2.99  2.84  0.0643
H  -1.19  -4.16  2.43  0.0497
O  0.20  2.65  5.54  -0.0486
H  0.92  2.44  4.97  -0.0019
H  -0.48  2.11  5.10  0.0246
O  -0.44  -2.07  -0.62  -0.0476
H  -0.96  -2.70  -1.16  0.0461
H  0.06  -2.72  -0.11  0.0486
O  2.35  -0.03  -4.95  -0.0487
H  2.70  -0.51  -4.19  0.0028
H  2.60  0.88  -4.70  0.0451
O  2.30  3.88  0.14  -0.0519
H  1.44  3.79  -0.29  0.0146
H  2.53  4.79  -0.09  0.0724

---

We obtain relative energy (zero: lowest compared OMol25 entry of this formula, charge and spin) values of 45.3 293.0 131.1 69.3 936.1 1228.8 799.9 kJ/mol for the records listed above, in that order.